The following is a quantum chemistry calculation of a molecular structure, C34H32FeN6O4PS, from the OMol25 dataset.

Element x y z (Å)
Fe (0.1146, 0.1518, 1.3301)
O (-1.6284, 1.1495, 2.1023)
N (-1.1945, 1.5176, 0.7927)
C (-1.4246, 2.7295, 0.4929)
C (-1.0755, 3.2480, -0.8239)
C (-1.8481, 4.3318, -1.2308)
C (-1.7662, 4.8317, -2.5234)
C (-0.9020, 4.2356, -3.4174)
C (-0.1013, 3.1706, -3.0060)
C (-0.1510, 2.6539, -1.7150)
P (1.2639, 1.4859, -1.4478)
C (2.1905, 2.3342, -0.1065)
C (1.9750, 2.2742, 1.2720)
C (2.7459, 2.9980, 2.1649)
C (3.7606, 3.8185, 1.6889)
C (3.9972, 3.8950, 0.3269)
C (3.2259, 3.1527, -0.5579)
C (0.6979, -0.0695, -0.6487)
C (1.6533, -0.7851, 0.0335)
C (1.6900, -2.2139, 0.3345)
C (0.6342, -3.0136, 0.4246)
C (-0.7643, -2.5275, 0.2007)
C (-0.6876, -0.6632, -0.8900)
H (-2.1843, 0.3627, 1.9166)
H (-1.9955, 3.3464, 1.1820)
H (-2.5405, 4.7793, -0.5279)
H (-2.3773, 5.6731, -2.8189)
H (-0.8247, 4.6013, -4.4324)
H (0.6047, 2.7450, -3.7082)
H (1.1814, 1.6801, 1.7296)
H (2.5515, 2.9265, 3.2272)
H (4.3651, 4.3883, 2.3814)
H (4.7922, 4.5227, -0.0523)
H (3.4355, 3.2033, -1.6196)
H (2.6146, -0.2910, 0.1553)
H (2.6719, -2.6203, 0.5438)
H (0.7451, -4.0596, 0.6542)
H (-1.4881, -3.2556, 0.5633)
H (-1.3395, 0.0425, -1.4081)
N (-1.1221, -1.0865, 0.5102)
C (-0.9127, -2.1144, -1.2160)
N (-1.5373, -2.6820, -2.1703)
C (-1.9305, -4.1103, -2.1119)
C (-1.1156, -4.9068, -3.1349)
C (-0.7522, -4.0450, -4.3519)
C (-1.8271, -2.9901, -4.5993)
C (-1.8369, -1.9890, -3.4435)
H (-2.9991, -4.1362, -2.3314)
H (-1.7747, -4.4883, -1.1040)
H (-1.7218, -5.7611, -3.4377)
H (-0.2204, -5.3052, -2.6571)
H (-0.6178, -4.6731, -5.2306)
H (0.2050, -3.5427, -4.1817)
H (-2.8060, -3.4621, -4.7033)
H (-1.6444, -2.4395, -5.5219)
H (-2.8045, -1.4953, -3.3315)
H (-1.0690, -1.2291, -3.5873)
O (-0.7640, -6.2286, 0.8314)
S (0.4852, -6.9443, 0.5912)
O (0.3789, -8.3667, 0.4442)
O (1.3180, -6.2526, -0.3954)
C (1.4722, -6.6166, 2.0993)
N (2.4607, -7.4012, 2.5104)
C (3.2332, -6.9028, 3.4678)
C (3.0940, -5.6182, 4.0016)
C (2.0124, -4.8985, 3.5348)
N (1.2006, -5.4287, 2.6134)
C (1.6585, -3.4410, 3.6941)
C (0.2995, -3.1263, 3.6012)
C (-0.0570, -1.8783, 3.1707)
N (0.8505, -0.9460, 2.8213)
C (2.1246, -1.1617, 3.1517)
C (2.5683, -2.3928, 3.6336)
H (4.0322, -7.5487, 3.8136)
H (3.7844, -5.2386, 4.7408)
H (-0.4450, -3.8998, 3.7058)
H (-1.0940, -1.6439, 2.9733)
H (2.8290, -0.3779, 2.8998)
H (3.6299, -2.5604, 3.7532)

The charge is +1. Its HOMO energy (alpha / beta) is -10.04 / -10.04 eV. For the calculated total energy, the calculation gives -107407.1323 eV. As for the molar mass: 707.554 g mol⁻¹.